{"formula": "C13H35BaBeO13S4", "method": "wB97M-V/def2-TZVPD", "total_charge": 2, "homo_energy_ev": [-14.477, -14.351], "multiplicity": 2, "elements": ["Ba", "Be", "C", "O", "H", "H", "H", "O", "S", "O", "O", "C", "C", "C", "H", "H", "H", "H", "H", "H", "H", "H", "O", "S", "O", "O", "C", "C", "C", "H", "H", "H", "H", "H", "H", "H", "H", "O", "S", "O", "O", "C", "C", "C", "H", "H", "H", "H", "H", "H", "H", "H", "O", "S", "O", "O", "C", "C", "C", "H", "H", "H", "H", "H", "H", "H", "H"], "positions_angstrom": [[1.83056, -3.03647, 0.45196], [1.46036, -1.37745, -2.89708], [1.25103, 0.65432, 0.36379], [1.35163, -0.42598, -0.50943], [1.60994, 1.62322, 0.01663], [0.22055, 0.73446, 0.70990], [1.73016, 0.28396, 1.27008], [-0.74847, -2.58780, 1.57135], [-2.10686, -2.17524, 2.00366], [-3.27625, -2.24914, 1.10451], [-2.41525, -3.11411, 3.36338], [-3.70376, -3.09598, 3.87848], [-3.82795, -3.70171, 5.27667], [-1.94880, -0.47928, 2.75740], [-4.35561, -3.78085, 3.33613], [-4.30558, -2.19988, 3.72707], [-3.14422, -3.13651, 5.91005], [-3.77912, -4.79054, 5.26391], [-4.86990, -3.54315, 5.55470], [-2.09296, -0.52436, 3.83689], [-2.54772, 0.21184, 2.16430], [-0.91347, -0.15886, 2.64114], [3.91315, 2.65882, -2.50143], [2.82700, 2.28317, -3.37779], [2.14278, 1.04138, -3.17083], [1.61731, 3.48803, -3.38698], [0.49642, 3.35234, -2.47657], [-0.75786, 3.96400, -3.15367], [3.19655, 2.41885, -5.13340], [0.78715, 3.90106, -1.58076], [0.30733, 2.28588, -2.35407], [-0.78833, 5.05346, -3.16961], [-1.64443, 3.49045, -2.73196], [-0.71180, 3.54048, -4.15697], [4.04083, 1.73618, -5.22956], [3.52753, 3.41982, -5.41019], [2.32930, 1.94558, -5.59381], [5.70886, -0.43772, 3.25442], [4.59436, -0.35313, 2.28517], [3.66304, -1.41458, 2.01404], [3.68633, 1.03880, 2.70948], [3.00901, 0.92674, 3.84475], [2.21811, 2.13485, 3.94217], [5.23723, 0.29842, 0.59564], [3.66575, 0.68829, 4.68136], [2.40403, 0.02222, 3.78195], [1.30858, 2.04044, 3.34892], [2.66528, 3.09858, 3.69850], [2.03488, 2.12804, 5.01664], [4.40591, 0.35231, -0.10729], [6.05330, -0.36248, 0.30352], [5.66985, 1.27973, 0.79050], [-0.83679, -0.20707, -2.84660], [-2.20593, 0.20068, -2.96228], [-2.56973, 1.29121, -3.83153], [-3.12303, -1.04696, -3.40981], [-3.07946, -2.23232, -2.65500], [-3.36533, -3.34959, -3.57063], [-2.78327, 0.40848, -1.19024], [-3.89572, -2.33370, -1.93978], [-2.14962, -2.36354, -2.10157], [-2.92333, -3.17378, -4.55135], [-4.43040, -3.51012, -3.73780], [-2.99865, -4.24776, -3.07368], [-2.25851, 1.25586, -0.74902], [-2.57096, -0.53484, -0.68709], [-3.83504, 0.69292, -1.22128]], "mulliken_charge": [1.724, 1.248, -0.111, -0.822, 0.224, 0.056, -0.201, -0.490, 1.030, -0.556, -0.263, -0.311, -1.213, -0.562, 0.316, 0.432, 0.338, 0.319, 0.370, 0.423, 0.356, -0.044, -0.584, 1.009, -0.665, -0.354, 0.542, -1.189, -0.979, 0.275, -0.294, 0.360, 0.261, 0.344, 0.377, 0.374, 0.331, -0.538, 0.924, -0.508, -0.215, -0.352, -1.125, -0.780, 0.494, 0.285, 0.198, 0.319, 0.353, 0.165, 0.433, 0.330, -0.430, 0.858, -0.566, -0.310, 0.213, -1.403, -0.699, 0.209, 0.152, 0.347, 0.327, 0.383, 0.395, 0.002, 0.468]}